# C6H12O

The molecule C6H12O (ωB97M-V/def2-TZVPD, the OMol25 dataset).

CARTESIAN COORDINATES (ANGSTROEM)
C1 -1.30 1.28 -0.08
C2 -1.08 0.05 -0.87
O1 -2.11 -0.76 -1.18
C3 0.22 -0.26 -1.40
C4 0.74 -1.15 -0.24
C5 0.66 -0.69 1.21
C6 1.74 0.37 1.16
H1 -1.09 2.15 -0.71
H2 -0.57 1.35 0.76
H3 -2.32 1.37 0.31
H4 -2.87 -0.54 -0.62
H5 0.18 -0.86 -2.32
H6 0.85 0.63 -1.53
H7 0.50 -2.21 -0.42
H8 1.95 -0.67 -0.06
H9 1.02 -1.53 1.81
H10 -0.35 -0.45 1.60
H11 2.27 0.61 2.09
H12 1.49 1.28 0.61

As for the multiplicity: 1. The calculation puts the energy above the lowest of the compared OMol25 structures with the same formula, charge and spin at 565.5 kJ/mol. Its total energy is -8458.49252 eV. For the HOMO energy (spin up / spin down), the calculation gives -7.504 / -5.923 eV. The LUMO energy (spin up / spin down) is 0.02464 / 0.00388 Ha.